P:
{
  "formula": "C19H35BrIrN2O4SSi",
  "method": "wB97M-V/def2-TZVPD",
  "s2": 0.7544,
  "multiplicity": 2,
  "lumo_ev": [-5.2, -7.8],
  "total_charge": 2,
  "homo_lumo_gap_ev": [8.872, 6.408],
  "species": ["Ir", "C", "C", "O", "C", "C", "O", "C", "C", "O", "C", "C", "O", "H", "H", "H", "H", "H", "H", "H", "H", "H", "H", "H", "H", "H", "H", "H", "H", "C", "Si", "C", "C", "C", "H", "H", "H", "H", "H", "H", "H", "H", "H", "H", "H", "N", "C", "S", "N", "C", "C", "C", "C", "C", "C", "H", "H", "H", "H", "H", "H", "H", "H", "Br"],
  "coordinates": [[1.47034, -1.10262, 0.33573], [2.29565, -3.00178, 2.23947], [3.40107, -1.96882, 2.28096], [2.93887, -0.66512, 1.75892], [4.05714, 0.06446, 1.14351], [4.10885, -0.03959, -0.40449], [3.33165, -1.17644, -0.83985], [2.79058, -1.09467, -2.17773], [1.73975, -2.18642, -2.33050], [0.67027, -2.13343, -1.29570], [0.25197, -3.48746, -0.88185], [0.63206, -3.80224, 0.57190], [1.83715, -3.05338, 0.86713], [1.46361, -2.73274, 2.88633], [2.69411, -3.97773, 2.52034], [4.23768, -2.29987, 1.66723], [3.72906, -1.80480, 3.30641], [4.96657, -0.33012, 1.58794], [3.94764, 1.10364, 1.44281], [5.14207, -0.15939, -0.73087], [3.68853, 0.85682, -0.85585], [3.57826, -1.28157, -2.91078], [2.37090, -0.10142, -2.33915], [2.22222, -3.15796, -2.25121], [1.25011, -2.09607, -3.29864], [0.73405, -4.19038, -1.55449], [-0.82424, -3.54914, -1.02201], [0.84177, -4.86642, 0.68292], [-0.14052, -3.49647, 1.27290], [-2.36793, -0.37413, 3.44964], [-0.78449, -1.32349, 3.16854], [0.58544, -0.61806, 4.23233], [-1.15267, -3.10982, 3.63335], [-0.36132, -1.03494, 1.34296], [-2.67039, -0.43020, 4.49700], [-3.18231, -0.78528, 2.84882], [-2.25972, 0.68078, 3.19004], [0.28026, -0.56917, 5.27916], [0.82043, 0.39972, 3.90980], [1.51536, -1.19141, 4.19780], [-1.58220, -3.09845, 4.63879], [-0.31794, -3.81083, 3.66880], [-1.92163, -3.53241, 2.97994], [-0.67628, 0.01238, 1.26105], [-1.09954, -1.55890, 0.71646], [-1.72554, 3.04899, -1.10421], [-1.78084, 2.23962, -2.14840], [-1.15312, 0.62693, -2.06204], [-2.34894, 2.63420, -3.27796], [-3.06238, 3.87295, -3.45096], [-2.37207, 5.07560, -3.38942], [-3.07056, 6.26182, -3.56266], [-4.43515, 6.23557, -3.81330], [-5.10934, 5.02420, -3.89045], [-4.42551, 3.83304, -3.70329], [-1.38566, 2.69933, -0.22382], [-2.12998, 3.97437, -1.14884], [-2.36395, 1.96628, -4.03513], [-1.29892, 5.08348, -3.23856], [-2.54330, 7.20492, -3.52029], [-4.97387, 7.16194, -3.95739], [-6.17121, 5.00530, -4.09310], [-4.94474, 2.88417, -3.74976], [1.04285, 1.24266, -0.31625]]
}

Q:
{
  "formula": "C19H35BrIrN2O4SSi",
  "method": "wB97M-V/def2-TZVPD",
  "s2": 0.7588,
  "multiplicity": 2,
  "lumo_ev": [-7.0, -8.0],
  "total_charge": 2,
  "homo_lumo_gap_ev": [7.384, 6.359],
  "species": ["Ir", "C", "C", "O", "C", "C", "O", "C", "C", "O", "C", "C", "O", "H", "H", "H", "H", "H", "H", "H", "H", "H", "H", "H", "H", "H", "H", "H", "H", "C", "Si", "C", "C", "C", "H", "H", "H", "H", "H", "H", "H", "H", "H", "H", "H", "N", "C", "S", "N", "C", "C", "C", "C", "C", "C", "H", "H", "H", "H", "H", "H", "H", "H", "Br"],
  "coordinates": [[-0.15802, 1.14351, -0.24935], [-0.21426, 4.39525, -0.71088], [-1.40708, 3.95789, 0.10427], [-1.83758, 2.63908, -0.30974], [-2.67899, 2.67264, -1.48041], [-2.95291, 1.24644, -1.85318], [-1.70716, 0.57972, -2.09311], [-1.25786, 0.65442, -3.45058], [0.22457, 0.41069, -3.39111], [0.78642, 1.30627, -2.42210], [1.13554, 2.61305, -2.90412], [1.70682, 3.34991, -1.71934], [0.74565, 3.33314, -0.65887], [0.21819, 5.30246, -0.28428], [-0.49004, 4.59993, -1.74902], [-2.23903, 4.65262, -0.01119], [-1.15813, 3.87474, 1.15730], [-2.16635, 3.20690, -2.28597], [-3.60027, 3.20211, -1.23175], [-3.59933, 1.17758, -2.72912], [-3.43179, 0.72766, -1.02966], [-1.48230, 1.63950, -3.86989], [-1.76470, -0.10576, -4.04802], [0.70362, 0.55501, -4.35969], [0.44258, -0.59346, -3.02781], [0.25047, 3.11525, -3.30628], [1.87822, 2.51323, -3.69776], [1.97567, 4.37397, -1.98109], [2.58932, 2.83721, -1.33890], [-3.94532, -1.56783, -0.27363], [-2.75811, -0.94010, 1.04350], [-3.44216, 0.56911, 1.90685], [-2.45603, -2.30111, 2.28551], [-1.00540, -0.69464, 0.28302], [-4.36569, -2.51724, 0.06411], [-3.46235, -1.75829, -1.23426], [-4.79161, -0.89944, -0.44293], [-4.44668, 0.34194, 2.27177], [-3.51699, 1.44437, 1.25968], [-2.83894, 0.84727, 2.77126], [-3.39519, -2.61437, 2.74646], [-1.78924, -1.97790, 3.08813], [-2.02047, -3.18199, 1.80771], [-0.34531, -1.15563, 1.01584], [-0.90375, -1.29545, -0.62514], [1.79167, -1.13857, 2.15274], [2.23276, -1.17769, 0.91156], [1.82440, -0.05367, -0.36545], [3.11554, -2.09660, 0.54675], [3.75331, -3.02026, 1.45257], [2.99366, -4.00412, 2.07078], [3.61730, -4.89065, 2.93712], [4.98392, -4.79882, 3.16083], [5.73390, -3.82016, 2.52233], [5.11940, -2.91892, 1.66664], [1.25423, -0.34544, 2.47211], [2.16025, -1.79550, 2.82898], [3.41761, -2.09183, -0.41724], [1.93512, -4.09435, 1.85686], [3.03681, -5.66325, 3.42217], [5.46775, -5.49721, 3.82963], [6.79956, -3.75472, 2.69254], [5.69300, -2.14496, 1.17268], [0.04176, 1.62708, 2.05011]]
}

What should be chosen as the most stable of them? Choose Q.

P:
{
  "formula": "C4H6S2",
  "method": "wB97M-V/def2-TZVPD",
  "multiplicity": 1,
  "lumo_ev": -0.4,
  "homo_lumo_gap_ev": 8.151,
  "species": ["C", "C", "C", "C", "H", "H", "H", "H", "H", "H", "S", "S"],
  "coordinates": [[2.03643, -0.15134, -0.07633], [-0.38176, 0.89689, 0.01153], [-1.04442, -0.37850, -0.66150], [-1.05223, -0.17900, 0.75271], [1.49632, -1.18031, -0.20321], [-1.03867, 1.75307, -0.07735], [-2.07320, -0.48348, -1.16749], [-0.37687, -1.12113, -1.09943], [-2.07320, 0.22187, 1.03724], [-0.59597, -0.73594, 1.50736], [3.72692, -0.04716, 0.06002], [1.37665, 1.40503, -0.08353]]
}

Q:
{
  "formula": "C4H6S2",
  "method": "wB97M-V/def2-TZVPD",
  "smiles": "SCC#CCS",
  "multiplicity": 1,
  "lumo_ev": 0.8,
  "homo_lumo_gap_ev": 9.971,
  "species": ["S", "C", "C", "C", "C", "S", "H", "H", "H", "H", "H", "H"],
  "coordinates": [[-3.24432, 0.24781, 0.08345], [-1.82917, -0.87682, -0.06956], [-0.55494, -0.28403, -0.03389], [0.51037, 0.28782, 0.00475], [1.85891, 0.90749, 0.08034], [3.26838, -0.27032, -0.08120], [-3.06150, 1.07410, -0.97314], [-2.05980, -1.44392, -0.98011], [-1.88392, -1.55036, 0.79429], [1.84860, 1.51103, 1.01935], [1.92151, 1.59744, -0.76322], [2.93933, -1.03478, 0.97710]]
}

What should be chosen as the most stable of them? Choose Q.

P:
{
  "formula": "CH6N2O2",
  "method": "wB97M-V/def2-TZVPD",
  "smiles": "NC(N)=O.O",
  "multiplicity": 1,
  "lumo_ev": 0.7,
  "homo_lumo_gap_ev": 10.367,
  "species": ["N", "C", "N", "O", "H", "H", "H", "H", "O", "H", "H"],
  "coordinates": [[-0.74731, -0.33907, 2.09865], [-0.22598, -0.50094, 0.83797], [0.73882, 0.44266, 0.46843], [-0.48990, -1.45287, 0.13982], [-0.52391, 0.52583, 2.55717], [-1.35752, -1.05732, 2.43175], [0.62210, 1.35525, 0.88528], [0.83564, 0.45787, -0.54231], [0.36867, 0.27703, -2.55567], [-0.14250, 0.64897, -3.28827], [0.92189, -0.35742, -3.03283]]
}

Q:
{
  "formula": "CH6N2O2",
  "method": "wB97M-V/def2-TZVPD",
  "smiles": "NC(N)=O.O",
  "multiplicity": 1,
  "lumo_ev": 0.8,
  "homo_lumo_gap_ev": 10.822,
  "species": ["N", "C", "N", "O", "H", "H", "H", "H", "O", "H", "H"],
  "coordinates": [[0.28920, -1.71585, 1.16979], [0.10017, -0.71287, 0.23840], [-1.16735, -0.10498, 0.10753], [1.01001, -0.32368, -0.49170], [-0.41859, -2.15812, 1.69300], [1.19202, -2.18395, 1.11519], [-1.73317, 0.18136, 0.87752], [-1.10343, 0.64561, -0.62932], [0.37946, 2.15033, -1.53125], [0.87348, 1.33955, -1.52540], [0.57821, 2.88259, -1.02375]]
}

What should be chosen as the most stable of them? Choose P.